Density functional theory data (ωB97M-V/def2-TZVPD) for 2 unconnected molecules or ions with the total composition CH3IS2 in a non-equilibrium geometry.

Summary:
Energy above the lowest of the compared OMol25 structures with the same formula, charge and spin ... 264.1 kJ/mol
DFT total energy ... -30853.8837 eV

Element x y z (Å)
C  0.851  0.441  0.088
S  0.311  -1.276  0.516
S  -0.789  -2.390  -0.678
I  -3.048  0.929  -0.218
H  1.308  0.605  -0.891
H  1.409  0.465  0.978
H  -0.042  1.225  0.206

Density functional theory data (ωB97M-V/def2-TZVPD) for 2 unconnected molecules or ions with the total composition CH3N2O in a non-equilibrium geometry.

Summary:
Energy above the lowest of the compared OMol25 structures with the same formula, charge and spin ... 203.8 kJ/mol
DFT total energy ... -6109.2217 eV
Charge ... -1

Element x y z (Å)
C  1.224  -0.008  -0.188
N  0.301  0.742  0.363
N  -2.195  0.457  -0.340
O  -2.631  -0.620  0.084
H  1.700  -1.036  0.122
H  1.732  0.221  -1.170
H  -0.131  0.244  1.130

Density functional theory data (ωB97M-V/def2-TZVPD) for a gas-phase ion, CH3N2O (charge -1) in a non-equilibrium geometry.

Summary:
Energy above the lowest of the compared OMol25 structures with the same formula, charge and spin ... 158.2 kJ/mol
DFT total energy ... -6109.6939 eV
SMILES string ... [O-]N1CN1
Charge ... -1

Element x y z (Å)
C  -0.043  0.410  0.213
N  -0.594  -0.902  0.476
N  -1.592  0.268  0.375
O  -2.152  0.385  -0.787
H  0.572  0.654  1.082
H  0.321  0.466  -0.795
H  -0.635  -1.326  -0.458

Density functional theory data (ωB97M-V/def2-TZVPD) for a molecular structure, CH3N2O2 in a non-equilibrium geometry.

Summary:
Energy above the lowest of the compared OMol25 structures with the same formula, charge and spin ... 522.4 kJ/mol
DFT total energy ... -8156.1030 eV
Charge ... -1

Element x y z (Å)
C  -0.535  -0.937  -0.384
N  -0.104  -1.283  -1.387
N  0.229  1.219  0.257
O  -0.112  1.178  1.741
O  0.089  -1.922  -2.483
H  -0.251  0.298  -0.120
H  -0.579  0.440  2.101
H  1.263  1.008  0.274

Density functional theory data (ωB97M-V/def2-TZVPD) for 2 unconnected molecules or ions with the total composition CH3N2O2 in a non-equilibrium geometry.

Summary:
Energy above the lowest of the compared OMol25 structures with the same formula, charge and spin ... 270.5 kJ/mol
DFT total energy ... -8145.4017 eV
Expectation value of S² ... 2.01
Spin multiplicity ... 3
Charge ... +1

Element x y z (Å)
C  -0.245  0.373  0.392
N  -1.336  0.772  -0.217
N  1.637  -1.068  -0.198
O  2.502  -0.885  0.532
O  1.270  -1.678  -1.094
H  -0.120  0.599  1.349
H  -2.028  1.290  0.402
H  -1.680  0.597  -1.167

Density functional theory data (ωB97M-V/def2-TZVPD) for 2 unconnected molecules or ions with the total composition CH3N2O2P in a non-equilibrium geometry.

Summary:
Energy above the lowest of the compared OMol25 structures with the same formula, charge and spin ... 909.4 kJ/mol
DFT total energy ... -17441.3303 eV

Element x y z (Å)
C  0.138  -0.045  0.135
N  -2.762  -1.402  0.081
N  -2.854  1.314  -0.188
O  -3.758  -1.816  -0.492
O  -4.008  1.601  -0.430
P  -2.373  -0.020  0.815
H  0.132  -0.921  -0.371
H  0.808  -0.187  0.896
H  -0.090  0.915  -0.384

Density functional theory data (ωB97M-V/def2-TZVPD) for 2 unconnected molecules or ions with the total composition CH3N2O2S in a non-equilibrium geometry.

Summary:
Energy above the lowest of the compared OMol25 structures with the same formula, charge and spin ... 465.1 kJ/mol
DFT total energy ... -18992.4763 eV
Charge ... -1

Element x y z (Å)
C  -0.967  0.153  0.250
N  1.860  -0.775  -0.119
N  0.986  -1.154  0.617
O  -3.098  1.016  0.178
O  -3.094  -1.135  -0.890
S  -2.773  -0.424  0.357
H  -0.805  0.705  -0.633
H  -0.744  0.849  1.099
H  2.515  -1.509  -0.299

Density functional theory data (ωB97M-V/def2-TZVPD) for a gas-phase ion, CH3N2O2S (charge +1) in a non-equilibrium geometry.

Summary:
Energy above the lowest of the compared OMol25 structures with the same formula, charge and spin ... 215.6 kJ/mol
DFT total energy ... -18985.3267 eV
SMILES string ... C#[N+]S(N)(=O)=O
Charge ... +1

Element x y z (Å)
C  -0.554  2.369  -0.144
N  -0.009  1.383  -0.081
N  0.747  -1.352  -0.009
O  2.068  0.444  -1.155
O  1.714  0.503  1.373
S  1.387  0.078  -0.018
H  -0.976  3.423  -0.058
H  0.457  -1.801  -0.766
H  -0.009  -1.437  0.729